No. 1
60
Properties=species:S:1:pos:R:3 method="wB97M-V/def2-TZVPD" relative_energy_kj_mol=621.7 gap_ev=7.610 smiles="NC(N)=O.NC(N)=O.NC(N)=O.CO.CO.CO.CO.CO.CO" total_charge=0 energy_ev=-37279.8040
C -3.512 -2.343 -2.374
O -3.891 -3.494 -3.109
N -2.398 -2.058 -1.936
N -4.384 -1.429 -2.077
H -1.844 -2.876 -1.903
H -2.040 -1.179 -1.569
H -5.357 -1.476 -2.402
H -4.233 -0.514 -1.577
C 2.049 -2.987 -2.359
O 1.052 -2.729 -3.271
N 2.889 -3.944 -2.339
N 2.268 -2.283 -1.256
H 3.094 -4.547 -3.084
H 3.306 -4.319 -1.415
H 1.540 -1.557 -1.073
H 3.180 -2.071 -0.798
C -2.127 0.186 2.084
O -1.476 0.077 0.956
N -3.197 -0.429 2.384
N -1.840 1.132 2.953
H -3.607 -1.060 1.665
H -3.711 -0.294 3.294
H -1.188 1.917 2.656
H -2.445 1.319 3.782
C 0.639 0.859 -1.608
O 0.490 -0.233 -0.718
H 1.152 1.751 -1.140
H -0.229 1.265 -2.060
H 1.176 0.641 -2.516
H -0.193 0.046 -0.072
C 1.772 1.910 2.878
O 1.441 1.623 1.547
H 1.118 1.413 3.604
H 2.071 2.908 2.949
H 2.677 1.268 3.082
H 1.192 0.680 1.665
C 3.076 4.617 0.872
O 1.906 3.936 0.587
H 3.932 4.230 0.282
H 3.293 4.468 1.919
H 3.107 5.724 0.597
H 2.012 3.142 1.174
C 4.156 1.547 -0.200
O 4.100 0.782 0.965
H 3.193 1.992 -0.449
H 4.601 0.848 -0.969
H 4.906 2.280 -0.105
H 3.181 0.501 1.110
C -1.009 -3.226 0.719
O -0.335 -3.919 1.722
H -1.722 -2.478 1.047
H -1.557 -3.868 0.021
H -0.220 -2.817 0.063
H -0.736 -3.528 2.502
C -3.621 1.590 -1.410
O -3.860 0.720 -0.345
H -3.681 2.617 -1.254
H -4.220 1.323 -2.264
H -2.623 1.373 -1.824
H -3.315 0.975 0.399

No. 2
12
Properties=species:S:1:pos:R:3 method="wB97M-V/def2-TZVPD" relative_energy_kj_mol=535.9 gap_ev="8.541 / 8.540" smiles="C=NN(N)C(=O)O" total_charge=0 energy_ev=-10716.2563
C 0.105 1.654 0.514
C 0.929 -0.384 0.253
N -1.483 -1.012 -0.626
O 1.395 -0.600 -1.014
N -0.663 -0.279 0.198
N -1.025 0.909 0.565
O 1.520 -0.748 1.240
H 2.242 -1.065 -0.907
H -1.324 -2.003 -0.469
H -2.454 -0.746 -0.495
H 0.587 1.776 -0.454
H 0.172 2.498 1.197

No. 3
20
Properties=species:S:1:pos:R:3 method="wB97M-V/def2-TZVPD" relative_energy_kj_mol=197.7 gap_ev=9.069 smiles="C=C(N)CCC.O" total_charge=0 energy_ev=-8931.9621
C 2.601 1.580 0.553
C 1.172 0.947 0.182
C 1.211 -0.549 -0.256
C -0.219 -1.092 -0.195
C -0.818 -1.507 -1.325
N -0.577 -1.279 1.154
H 2.934 2.075 -0.350
H 3.138 0.675 0.898
H 2.543 2.294 1.349
H 0.590 1.117 1.110
H 0.740 1.403 -0.702
H 1.573 -0.582 -1.322
H 1.972 -1.021 0.411
H -0.342 -1.196 -2.238
H -1.392 -2.422 -1.411
H 0.161 -1.052 1.790
H -1.247 -1.950 1.490
H -2.718 1.504 0.555
H -3.224 0.493 -0.445
O -3.028 1.437 -0.356

No. 4
24
Properties=species:S:1:pos:R:3 method="wB97M-V/def2-TZVPD" relative_energy_kj_mol=340.5 gap_ev="7.561 / 7.560" total_charge=0 energy_ev=-23886.9939
C 2.028 1.275 0.191
C -0.259 0.591 0.376
C -1.787 1.743 -0.842
C -1.302 -0.509 0.545
C 3.259 1.113 -0.693
C -1.196 -1.322 1.899
C -1.195 -1.650 -0.595
N 0.992 0.417 -0.136
O 1.858 2.008 1.134
O -1.769 2.981 -0.388
S -2.792 0.530 0.096
H -0.233 1.483 1.091
H -1.869 1.514 -1.965
H 3.700 0.181 -0.393
H 3.100 1.099 -1.733
H 3.910 1.988 -0.584
H -0.428 -2.134 1.852
H -2.200 -1.891 2.132
H -1.057 -0.660 2.735
H -1.721 -2.459 -0.179
H -0.187 -1.932 -0.544
H -1.455 -1.337 -1.612
H 1.087 -0.290 -0.858
H -1.631 2.869 0.531

No. 5
24
Properties=species:S:1:pos:R:3 method="wB97M-V/def2-TZVPD" relative_energy_kj_mol=158.7 gap_ev=10.861 total_charge=+1 energy_ev=-9908.0716
C -1.173 -1.155 -1.236
C -0.850 -2.159 -2.268
C -0.767 1.310 -0.708
N -0.442 0.138 -1.306
N -1.682 1.478 0.301
N 0.240 2.296 -0.638
H -2.235 -0.909 -1.218
H -0.965 -1.584 -0.164
H 0.092 -2.610 -2.195
H -0.892 -1.820 -3.356
H 0.307 0.224 -1.960
H -2.442 0.868 0.583
H -1.559 2.067 1.054
H 1.153 2.199 -1.061
H 0.178 3.113 -0.047
H -1.529 -2.996 -2.145
C 1.373 -0.789 2.277
C 1.687 0.641 1.910
H 0.452 -0.920 2.820
H 1.278 -1.361 1.352
H 2.136 -1.269 2.827
H 2.757 0.809 1.557
H 1.670 1.393 2.666
H 1.212 1.035 0.953

No. 6
15
Properties=species:S:1:pos:R:3 method="wB97M-V/def2-TZVPD" relative_energy_kj_mol=285.5 gap_ev=10.399 smiles="NC(=O)[C@@H](N)CO" total_charge=0 energy_ev=-10313.9929
N 0.395 0.627 1.300
C -0.260 -0.115 0.121
C -0.421 1.017 -0.874
O -1.651 1.781 -0.294
C 0.632 -1.190 -0.519
N 1.389 -2.058 0.339
O 0.485 -1.458 -1.723
H 0.353 0.266 2.252
H -0.221 1.417 1.332
H -1.169 -0.533 0.432
H -0.600 0.701 -1.885
H 0.345 1.737 -0.936
H -2.399 1.852 -0.897
H 0.726 -2.219 1.220
H 2.395 -1.824 0.132